# 1
Computed, not measured: a 2-piece molecular cluster, C5H8S overall at a distorted geometry, with ωB97M-V/def2-TZVPD.

The highest occupied orbital energy (alpha / beta) comes out at -5.26 / -8.57 eV. Its spin multiplicity is 3. For the frontier orbital gap (alpha / beta), the calculation gives 6.02 / 6.19 eV. The value obtained for the LUMO energy (alpha / beta) is 0.028 / -0.087 Ha.

Positions of all 14 atoms, in Å:
C: -1.205 1.434 -0.472
C: -1.855 0.546 -0.979
C: -0.328 2.505 -0.093
C: 2.223 -2.274 1.011
C: 1.237 -1.666 0.470
S: -2.719 -0.705 -1.614
H: -0.027 3.199 -0.934
H: 0.490 2.016 0.526
H: -0.813 3.192 0.819
H: 3.060 -2.541 0.396
H: 2.355 -2.545 1.999
H: -3.948 -0.140 -1.511
H: 0.374 -1.493 0.977
H: 1.156 -1.527 -0.593

Atomic partial charges in e from the Löwdin method, atoms 1 to 6: C -0.20; C -0.60; C -0.14; C -0.09; C -0.09; S 0.75

***

# 2
Computed, not measured: a 2-piece molecular cluster, C5H8S2 overall at a distorted geometry, with ωB97M-V/def2-TZVPD.

The highest occupied orbital energy comes out at -8.94 eV. For the frontier orbital gap, the calculation gives 8.89 eV. The value obtained for the LUMO energy is -0.002 Ha.

Positions of all 15 atoms, in Å:
C: 0.675 -0.527 -0.960
C: 0.742 -0.718 0.219
C: -1.672 1.704 1.774
C: 0.927 -0.244 -2.344
C: 0.556 -0.783 1.615
S: -1.051 2.190 0.209
S: -3.326 1.497 1.867
H: 0.163 2.059 0.772
H: 1.152 -1.158 -2.940
H: -0.028 0.270 -2.619
H: 1.909 0.327 -2.513
H: -0.090 0.101 2.008
H: 1.534 -0.567 2.169
H: 0.023 -1.769 1.781
H: -3.880 1.583 0.750

Atomic partial charges in e from the Löwdin method, atoms 1 to 6: C -0.16; C -0.18; C -0.95; C -0.13; C -0.14; S 0.67

***

Values for ΔE to the lowest compared entry with this formula, charge and spin, kJ/mol, ordered as above
566.8, 475.7